Entry 1:
Here is a cluster of 7 separate species, C7H24O7 in total in a non-equilibrium geometry from the OMol25 dataset. Energies are from ωB97M-V/def2-TZVPD.

```
! wB97M-V def2-TZVPD RIJCOSX def2/J DEFGRID3
* xyz 0 1
O 1.47 2.31 2.59
O 1.23 1.46 -0.84
O -0.16 0.27 -2.84
O 0.60 -2.41 -3.34
O -1.81 2.89 -2.60
O 3.62 0.34 -0.98
O 1.99 -1.87 -0.74
C 1.16 -1.70 0.36
C -0.17 -1.74 0.21
C -2.44 -0.46 2.95
C -1.82 0.78 3.66
C -1.90 -0.63 1.56
C -2.37 0.33 0.52
C -1.05 -1.66 1.40
H -0.89 1.15 3.20
H -1.58 0.55 4.70
H 1.89 1.44 2.46
H 1.64 -1.82 1.32
H 0.35 1.21 -0.48
H -0.80 -2.29 2.25
H 1.04 2.44 1.73
H -1.55 2.42 -1.81
H -0.11 -0.70 -3.04
H -3.43 0.34 0.30
H -1.73 0.21 -0.36
H 1.12 -2.25 -4.11
H -3.53 -0.33 3.07
H 2.55 -1.07 -0.92
H 4.12 0.47 -0.16
H -1.01 3.35 -2.86
H 1.19 -2.32 -2.55
H -0.82 0.66 -3.38
H -2.26 -1.31 3.61
H -0.67 -1.83 -0.75
H -2.15 1.37 0.80
H 3.17 1.19 -1.13
H -2.39 1.71 3.58
H 1.15 1.15 -1.77
*
```

Summary:
SMILES string: CC/C(C)=C/C=C/O.O.O.O.O.O.O
Calculated total energy in eV: -21979.834
HOMO energy in eV: -8.510
Kohn-Sham gap in eV: 8.8

natural (NBO) atomic charge list, values in e, 8 entries: -0.934 -1.000 -1.016 -0.970 -0.937 -0.954 -0.777 0.127

***

Entry 2:
Here is a cluster of 8 separate species, C7H25O7 in total in a non-equilibrium geometry from the OMol25 dataset. Energies are from ωB97M-V/def2-TZVPD.

```
! wB97M-V def2-TZVPD RIJCOSX def2/J DEFGRID3
* xyz -1 1
O 3.63 -0.12 0.69
O 1.04 2.29 1.37
O 2.51 -0.33 -1.74
O -2.97 3.51 1.01
O -3.93 1.08 -2.46
O 2.14 2.03 -0.91
O 1.92 -0.43 3.77
C -3.04 1.03 -1.55
C -0.99 -0.22 -0.51
C 0.41 -1.44 1.59
C -0.85 -3.67 1.01
C -1.37 -1.69 -0.26
C -1.67 0.34 -1.83
C -0.49 -2.37 0.80
H 3.48 0.70 1.06
H 0.10 -0.14 -0.55
H -0.92 -0.62 -4.10
H 3.59 -0.14 -0.26
H 1.35 -1.06 0.97
H -3.30 1.50 -0.68
H -0.26 -0.82 2.06
H -1.10 -1.22 -4.54
H 2.74 2.78 -0.98
H -0.16 -4.26 1.55
H -1.67 -4.20 0.67
H -2.69 3.64 1.82
H 0.79 -2.00 2.53
H -1.20 0.24 0.44
H -1.71 -0.49 -2.52
H -2.18 3.73 0.36
H 1.49 2.02 0.35
H 2.30 0.63 -1.61
H 1.39 0.35 3.70
H -2.40 -1.78 0.24
H 2.58 -0.47 -2.62
H 1.31 3.20 1.51
H -1.09 1.22 -2.29
H -1.37 -2.46 -1.08
H 2.60 -0.39 2.99
*
```

Summary:
Calculated total energy in eV: -21994.279
HOMO energy in eV: -5.610
Kohn-Sham gap in eV: 8.6

natural (NBO) atomic charge list, values in e, 8 entries: -0.996 -1.099 -1.014 -0.939 -0.576 -1.215 -0.971 0.427

***

Entry 3:
Here is a cluster of 6 separate species, C7H27NO9P in total in a non-equilibrium geometry from the OMol25 dataset. Energies are from ωB97M-V/def2-TZVPD.

```
! wB97M-V def2-TZVPD RIJCOSX def2/J DEFGRID3
* xyz -1 1
P -0.98 -2.98 -2.92
O 2.71 4.75 -0.21
O -3.07 -1.60 5.44
O 1.82 0.55 -0.63
O 0.19 0.09 3.19
O -1.76 -2.43 -1.45
O -1.90 -1.95 -4.03
O 0.21 -1.74 -2.51
O 4.72 1.52 -1.30
O -3.50 -2.35 -0.37
N -2.95 -3.03 -1.25
C -1.80 -0.55 -3.56
C 1.40 4.23 -0.08
C 1.52 -0.65 0.06
C 4.80 2.90 -1.57
C -4.32 -2.02 4.92
C -0.21 -0.45 -3.08
C -1.12 -0.43 3.32
H 1.66 -0.50 1.13
H -1.28 -1.18 2.54
H 2.18 -1.45 -0.30
H -5.13 -1.53 5.46
H 1.23 3.48 -0.86
H -1.85 0.38 3.20
H 0.48 -0.93 -0.14
H -0.13 -3.45 -3.99
H 5.42 3.07 -2.46
H -2.42 -0.19 -2.63
H 5.26 3.41 -0.72
H 0.54 -0.16 -3.93
H -1.24 -0.89 4.30
H -4.38 -1.75 3.86
H -2.16 0.18 -4.40
H -0.24 0.32 -2.17
H -0.18 -3.79 -1.99
H 4.31 1.10 -2.08
H 0.67 5.04 -0.20
H 0.31 0.75 3.89
H -3.05 -1.85 6.37
H -2.01 -4.01 -3.07
H 1.28 3.77 0.90
H -4.40 -3.11 5.02
H 3.80 3.30 -1.73
H 2.75 0.77 -0.44
H 2.82 5.41 0.49
*
```

Summary:
Calculated total energy in eV: -36897.527
HOMO energy in eV: -4.648
Kohn-Sham gap in eV: 7.0

natural (NBO) atomic charge list, values in e, 8 entries: 1.329 -0.732 -0.724 -0.751 -0.725 -0.581 -0.816 -0.825

***

Entry 4:
Here is a structure of composition C7H28AsF6N14O7 in a non-equilibrium geometry from the OMol25 dataset. Energies are from ωB97M-V/def2-TZVPD.

```
! wB97M-V def2-TZVPD RIJCOSX def2/J DEFGRID3
* xyz -2 2
As 0.09 0.27 -0.17
F 1.47 1.33 0.37
F 1.05 -0.39 -1.54
F -0.94 0.88 1.22
F -1.26 -0.78 -0.70
F -0.61 1.67 -1.12
F 0.71 -0.99 1.01
O -2.29 1.77 -3.99
O 1.94 5.49 -2.52
O -3.84 -1.91 -1.42
O 3.73 -0.01 4.74
O 0.09 -4.95 -1.93
O 3.28 -1.57 -0.04
O -3.39 0.95 4.83
N -1.59 -0.29 -3.37
N -5.54 -2.10 -0.01
N 1.70 3.67 -1.13
N 0.54 -2.90 -2.38
N -1.36 0.44 3.94
N -3.53 -2.21 0.78
N 2.27 -0.89 3.20
N 3.03 1.18 3.05
N 1.09 -3.50 -0.47
N 5.29 -0.92 -0.72
N -2.56 2.12 3.13
N 3.82 0.53 -0.35
N -3.51 0.29 -2.84
N 0.23 4.13 -2.68
C 0.59 -3.89 -1.60
C -2.42 0.71 -3.34
C 4.06 -0.72 -0.44
C 1.38 4.46 -2.18
C 3.12 0.06 3.69
C -2.52 1.12 3.98
C -4.21 -2.12 -0.31
H 1.69 -0.56 2.44
H -5.80 -2.11 0.97
H 2.68 1.06 2.11
H -2.01 2.05 2.28
H 4.36 1.22 -0.86
H 1.97 -1.70 3.72
H 3.66 1.91 3.35
H 5.67 -1.82 -0.48
H -2.54 -2.02 0.74
H -0.72 -0.08 -3.84
H 1.44 -4.24 0.12
H -1.12 -0.31 4.58
H 1.22 2.83 -0.86
H 2.67 3.83 -0.87
H 1.46 -2.58 -0.33
H -6.25 -2.31 -0.70
H -0.09 4.65 -3.47
H -0.93 0.58 3.04
H 0.16 -3.04 -3.31
H 0.79 -1.96 -2.11
H -3.86 -2.50 1.68
H -4.27 0.91 -2.60
H 5.90 -0.14 -0.50
H -0.41 3.51 -2.20
H -3.49 -0.61 -2.38
H -3.46 2.56 3.20
H -1.69 -0.90 -2.57
H 3.00 0.87 0.14
*
```

Summary:
Calculated total energy in eV: -120060.625
Expectation value of S²: 0.752
HOMO energy (alpha / beta) in eV: 0.094 / -4.019
Kohn-Sham gap (alpha / beta) in eV: 4.4 / 8.5

natural (NBO) atomic charge list, values in e, 8 entries: 2.477 -0.718 -0.697 -0.728 -0.706 -0.715 -0.710 -0.756

***

Entry 5:
Here is a cluster of 8 separate species, C7H28BrN2O10 in total in a non-equilibrium geometry from the OMol25 dataset. Energies are from ωB97M-V/def2-TZVPD.

```
! wB97M-V def2-TZVPD RIJCOSX def2/J DEFGRID3
* xyz -1 1
Br 0.74 0.45 0.51
O -0.79 -2.58 0.94
O -3.66 0.00 3.30
O -4.76 1.75 -1.77
O 1.29 -2.31 -0.23
O 6.73 -0.26 -0.40
O 0.34 -2.15 -2.71
O 1.71 3.85 1.51
O -1.20 1.63 3.00
O -3.85 -0.43 0.22
O -0.23 0.53 -2.79
N 4.61 0.03 0.33
N 4.97 -0.63 -1.83
C 1.23 -1.30 -3.43
C -2.35 -0.46 3.63
C 5.52 -0.35 -0.62
C -1.36 0.64 3.98
C -3.25 0.85 -0.01
C 0.52 -0.01 -3.85
C -3.47 1.19 -1.47
H -0.40 -1.82 0.47
H 3.61 0.02 0.18
H -3.56 1.58 0.74
H -4.87 1.59 -2.71
H -0.41 0.17 4.26
H 0.82 -1.57 0.21
H -2.15 0.79 0.06
H 5.65 -0.86 -2.54
H -3.28 0.33 -2.11
H 1.25 0.72 -4.23
H -3.82 0.78 3.84
H -0.61 1.28 2.30
H -4.03 -0.49 1.16
H -2.05 -1.05 2.77
H 0.39 0.39 -2.03
H 2.03 -1.06 -2.72
H 1.11 3.98 2.26
H -2.70 1.94 -1.70
H -2.40 -1.11 4.52
H -1.68 1.17 4.88
H 1.66 2.90 1.33
H 0.79 -2.32 -1.86
H 4.01 -0.82 -2.00
H 1.73 -1.74 -4.30
H 4.93 0.06 1.28
H 1.93 -2.62 0.42
H -0.14 -0.27 -4.68
H -0.58 -2.43 1.86
*
```

Summary:
Calculated total energy in eV: -101213.236
HOMO energy in eV: -6.478
Kohn-Sham gap in eV: 9.1

natural (NBO) atomic charge list, values in e, 8 entries: -0.840 -0.915 -0.731 -0.732 -0.987 -0.687 -0.746 -0.958

***

Entry 6:
Here is a cluster of 8 separate species, C7H28ClN14O11 in total in a non-equilibrium geometry from the OMol25 dataset. Energies are from ωB97M-V/def2-TZVPD.

```
! wB97M-V def2-TZVPD RIJCOSX def2/J DEFGRID3
* xyz 0 2
Cl 0.02 -0.92 0.22
O 1.21 -1.63 -0.13
O 3.15 -3.62 -4.39
O -1.59 -3.97 4.72
O 0.23 0.57 0.26
O -1.22 3.27 3.15
O 2.06 3.57 -1.48
O -0.45 -1.44 1.52
O -3.23 1.52 -0.38
O 0.43 1.77 -4.92
O -2.03 -4.97 -3.92
O -0.94 -1.17 -0.77
N 2.73 -1.80 -3.11
N 0.72 3.81 4.06
N -1.50 -4.22 -1.80
N -0.71 -3.05 6.51
N -3.33 3.09 1.11
N -2.90 1.16 1.83
N 0.23 1.56 -2.64
N -2.30 -2.90 -3.27
N 0.58 3.47 1.87
N 2.75 2.36 0.26
N 4.10 3.64 -0.65
N -1.02 -1.92 4.65
N 1.14 -3.23 -3.48
N -0.09 -0.07 -3.99
C -0.07 3.41 3.04
C 0.26 1.16 -3.88
C -3.13 1.91 0.75
C -1.95 -4.14 -3.06
C 2.92 3.18 -0.69
C 2.36 -2.92 -3.72
C -1.14 -3.02 5.27
H 4.76 3.20 -0.03
H -2.81 0.15 1.82
H 4.10 4.52 -1.15
H 0.26 0.97 -1.83
H -3.50 3.83 0.44
H 0.45 -2.62 -3.07
H -0.88 -3.94 6.96
H 0.96 -4.22 -3.59
H -2.61 1.62 2.68
H 1.72 3.66 4.05
H -0.59 -0.51 -3.23
H 0.17 3.01 1.07
H 0.22 4.11 4.88
H 0.47 2.53 -2.49
H -0.97 -1.90 3.64
H -2.04 -2.21 -2.58
H 3.63 -1.49 -3.44
H -2.75 -2.71 -4.15
H -0.46 -2.17 6.94
H 1.56 3.60 2.08
H -3.00 3.38 2.01
H -0.68 -1.16 5.22
H -1.21 -5.12 -1.45
H -0.37 -0.43 -4.90
H 2.13 -1.21 -2.56
H -1.25 -3.34 -1.37
H 3.54 2.03 0.79
H 1.83 1.95 0.34
*
```

Summary:
Calculated total energy in eV: -63612.360
Expectation value of S²: 0.756
HOMO energy (alpha / beta) in eV: -9.173 / -9.173
Kohn-Sham gap (alpha / beta) in eV: 8.8 / 2.9

natural (NBO) atomic charge list, values in e, 8 entries: 2.548 -0.842 -0.681 -0.673 -0.909 -0.680 -0.749 -0.836

***

Entry 7:
Here is a structure of composition C7H28CuN14O7 in a non-equilibrium geometry from the OMol25 dataset. Energies are from ωB97M-V/def2-TZVPD.

```
! wB97M-V def2-TZVPD RIJCOSX def2/J DEFGRID3
* xyz 0 2
Cu -0.25 -0.40 0.01
O 1.66 -1.48 0.23
O -0.69 -2.10 -1.34
O -0.73 -1.90 1.78
O -0.65 5.25 -1.00
O 0.86 1.08 -1.76
O 0.31 1.57 1.41
O -2.57 0.29 -0.07
N -1.26 -4.04 -2.24
N 0.25 -2.85 -3.27
N 1.07 0.09 -3.76
N 0.97 3.69 -1.24
N -4.65 0.70 -0.90
N 2.66 -0.13 -2.39
N -3.48 -0.94 -1.67
N 1.54 1.90 3.26
N 0.07 3.38 2.72
N 0.03 -2.16 3.82
N -1.16 3.10 -0.83
N 3.69 -0.81 0.75
N -1.65 -0.92 3.50
N 2.38 -1.48 2.36
C -3.52 0.07 -0.82
C 2.54 -1.32 1.07
C 0.59 2.21 2.44
C -0.30 4.09 -0.99
C -0.57 -2.96 -2.21
C -0.78 -1.65 2.93
C 1.49 0.38 -2.57
H 0.98 -2.15 -3.25
H 0.46 0.75 -4.22
H 1.50 -1.63 2.82
H -2.68 -1.54 -1.76
H -4.22 -1.05 -2.34
H 3.96 -0.95 -0.22
H -0.65 3.74 2.12
H -1.41 -4.60 -3.07
H 3.18 -0.42 -3.21
H -5.39 0.20 -1.36
H 1.68 4.38 -1.43
H -0.68 2.23 -0.68
H -2.48 -0.67 2.99
H 0.01 -1.81 4.76
H 1.05 2.77 -1.66
H -1.96 3.15 -0.22
H -1.63 -1.03 4.51
H 0.38 3.88 3.54
H -4.67 1.47 -0.24
H 0.52 -3.00 3.53
H 0.22 -3.62 -3.92
H 4.24 -0.18 1.30
H 1.70 -0.46 -4.32
H 3.21 -1.53 2.93
H 3.04 0.00 -1.47
H -1.86 -4.11 -1.43
H 1.65 2.50 4.07
H 2.01 1.04 3.03
*
```

Summary:
Calculated total energy in eV: -87548.305
Expectation value of S²: 0.750
HOMO energy (alpha / beta) in eV: -1.759 / -7.174
Kohn-Sham gap (alpha / beta) in eV: 1.9 / 7.2

natural (NBO) atomic charge list, values in e, 8 entries: 0.838 -0.727 -0.745 -0.655 -0.693 -0.770 -0.721 -0.728

***

Entry 8:
Here is a structure of composition C7H28FeO19S3 in a non-equilibrium geometry from the OMol25 dataset. Energies are from ωB97M-V/def2-TZVPD.

```
! wB97M-V def2-TZVPD RIJCOSX def2/J DEFGRID3
* xyz -3 6
Fe -0.61 -2.20 0.43
S -1.14 -4.41 -1.25
S -3.92 -2.52 0.98
S -0.23 0.47 0.19
O -2.44 -2.27 1.04
O -0.54 3.14 2.93
O -0.38 -5.13 -2.28
O 1.41 -2.52 -0.23
O -1.12 -0.50 -0.53
O 0.23 -0.55 1.17
O -0.05 4.03 -0.69
O -0.94 -2.93 -1.41
O 3.14 2.39 0.25
O -0.64 -4.35 0.17
O 0.09 -2.90 2.36
O -2.50 -4.87 -1.29
O -4.18 -4.01 1.11
O -2.65 0.58 -2.40
O 0.85 0.92 -0.69
O -0.97 1.60 0.74
O 1.52 0.35 -3.41
O -4.39 -2.42 -0.42
O -4.62 -1.75 2.00
C -0.13 2.15 3.86
C 0.11 3.92 -2.08
C 2.90 0.30 -3.13
C -0.68 -2.82 3.54
C -3.49 1.57 -1.89
C 2.58 -2.00 0.46
C 3.49 3.51 -0.53
H 1.13 0.49 -2.52
H -1.37 -1.98 3.44
H 0.43 1.35 3.37
H 2.64 4.21 -0.53
H -0.83 2.64 2.14
H -0.80 3.78 -2.68
H 3.51 0.54 -4.00
H 0.82 3.11 -2.32
H 0.91 -3.38 2.55
H -0.12 -2.56 4.45
H 2.54 -0.92 0.45
H 2.44 1.89 -0.23
H 1.79 -2.99 -0.96
H 3.25 -0.63 -2.68
H -0.13 3.15 -0.30
H -2.11 0.19 -1.68
H -1.12 -3.77 3.84
H -4.07 2.06 -2.68
H 3.47 -2.35 -0.07
H 3.73 3.21 -1.55
H 0.50 2.62 4.62
H 4.40 3.97 -0.15
H -1.02 1.72 4.35
H -4.21 1.10 -1.20
H 3.20 1.12 -2.45
H 2.63 -2.43 1.46
H 0.66 4.80 -2.44
H -2.96 2.28 -1.24
*
```

Summary:
Calculated total energy in eV: -113505.919
Expectation value of S²: 8.758
HOMO energy (alpha / beta) in eV: 2.074 / 2.121
Kohn-Sham gap (alpha / beta) in eV: 4.0 / 3.9

natural (NBO) atomic charge list, values in e, 8 entries: 1.829 2.578 2.566 2.629 -1.069 -0.769 -1.056 -0.735

***

Entry 9:
Here is a cluster of 7 separate species, C7H28N14O7 in total in a non-equilibrium geometry from the OMol25 dataset. Energies are from ωB97M-V/def2-TZVPD.

```
! wB97M-V def2-TZVPD RIJCOSX def2/J DEFGRID3
* xyz 0 1
O 8.62 8.33 10.44
O 10.87 6.76 6.73
O 10.68 5.99 14.36
O 8.53 12.89 9.14
O 8.37 7.74 14.57
O 13.30 9.35 10.47
O 14.16 7.54 14.57
N 9.41 6.15 8.32
N 7.47 5.77 15.64
N 9.85 4.69 6.68
N 12.67 7.91 12.88
N 6.55 7.86 15.88
N 12.50 5.91 15.73
N 11.98 8.31 8.92
N 14.68 9.04 12.95
N 10.32 5.45 16.56
N 14.05 9.32 8.35
N 9.71 9.18 12.23
N 9.98 11.19 9.04
N 7.69 10.77 8.87
N 9.50 6.93 11.96
C 10.10 5.93 7.21
C 7.57 7.19 15.29
C 9.21 8.14 11.52
C 13.83 8.18 13.57
C 13.06 9.03 9.31
C 11.19 5.79 15.50
C 8.70 11.69 8.97
H 9.09 7.06 8.71
H 10.53 6.00 17.35
H 9.60 10.13 11.93
H 10.44 4.34 5.97
H 14.34 9.36 12.04
H 10.24 10.21 8.92
H 14.86 9.80 8.76
H 11.30 7.91 9.60
H 15.59 9.29 13.33
H 9.00 6.12 11.48
H 6.76 11.19 8.81
H 6.57 5.53 16.01
H 9.35 5.67 16.24
H 8.90 4.32 6.80
H 7.89 9.96 9.49
H 9.81 6.71 12.94
H 10.68 11.78 9.45
H 11.70 8.20 7.95
H 12.63 8.27 11.91
H 6.49 8.85 15.88
H 13.82 9.44 7.41
H 12.84 5.75 16.66
H 7.80 5.11 14.94
H 10.12 8.99 13.15
H 13.14 6.48 15.21
H 12.03 7.19 13.19
H 6.01 7.40 16.59
H 8.95 5.34 8.72
*
```

Summary:
SMILES string: NC(N)=O.NC(N)=O.NC(N)=O.NC(N)=O.NC(N)=O.NC(N)=O.NC(N)=O
Calculated total energy in eV: -42914.799
HOMO energy in eV: -9.018
Kohn-Sham gap in eV: 9.3

natural (NBO) atomic charge list, values in e, 8 entries: -0.782 -0.685 -0.769 -0.674 -0.623 -0.731 -0.721 -0.852